ORCA calculation (ωB97M-V with the def2-TZVPD basis set) on C36H28F6NaOP3S as an isolated structure.

CARTESIAN COORDINATES (ANGSTROEM)
Na (-1.598, -0.861, -1.883)
O (-0.952, 0.227, 0.111)
S (-1.304, -0.993, 1.074)
C (0.171, -1.153, 2.051)
C (0.179, -0.914, 3.417)
C (1.336, -1.169, 4.136)
C (2.457, -1.662, 3.481)
C (2.433, -1.877, 2.110)
C (1.287, -1.620, 1.361)
P (1.258, -1.782, -0.474)
C (2.438, -3.115, -0.783)
C (3.821, -2.937, -0.826)
C (4.653, -4.021, -1.055)
C (4.109, -5.285, -1.239)
C (2.735, -5.467, -1.204)
C (1.898, -4.384, -0.986)
C (2.142, -0.256, -0.943)
C (2.295, 0.824, -0.071)
C (2.858, 2.012, -0.512)
C (3.286, 2.136, -1.826)
C (3.147, 1.064, -2.696)
C (2.571, -0.120, -2.262)
C (-2.498, -0.142, 2.066)
C (-3.219, -0.742, 3.082)
C (-4.156, 0.033, 3.746)
C (-4.369, 1.357, 3.373)
C (-3.676, 1.914, 2.312)
C (-2.716, 1.156, 1.646)
P (-1.897, 1.827, 0.133)
C (-0.707, 3.029, 0.685)
C (-0.417, 4.143, -0.105)
C (0.500, 5.081, 0.333)
C (1.138, 4.918, 1.555)
C (0.856, 3.811, 2.345)
C (-0.062, 2.868, 1.914)
C (-1.789, 1.752, -1.697)
C (-0.555, 1.829, -2.353)
C (-0.512, 1.749, -3.735)
C (-1.684, 1.575, -4.465)
C (-2.906, 1.491, -3.815)
C (-2.961, 1.591, -2.430)
H (-0.706, -0.546, 3.919)
H (1.356, -0.994, 5.203)
H (3.358, -1.876, 4.038)
H (3.317, -2.252, 1.614)
H (4.245, -1.948, -0.694)
H (5.724, -3.881, -1.094)
H (4.760, -6.130, -1.419)
H (2.311, -6.450, -1.361)
H (0.823, -4.522, -0.981)
H (1.981, 0.749, 0.961)
H (2.960, 2.840, 0.180)
H (3.734, 3.059, -2.168)
H (3.492, 1.146, -3.719)
H (2.466, -0.947, -2.956)
H (-3.062, -1.780, 3.347)
H (-4.739, -0.400, 4.547)
H (-5.109, 1.945, 3.897)
H (-3.884, 2.926, 1.988)
H (-0.913, 4.281, -1.057)
H (0.713, 5.947, -0.279)
H (1.852, 5.657, 1.893)
H (1.352, 3.682, 3.298)
H (-0.274, 2.005, 2.535)
H (0.361, 1.949, -1.787)
H (0.442, 1.818, -4.241)
H (-1.642, 1.505, -5.544)
H (-3.819, 1.345, -4.376)
H (-3.912, 1.505, -1.918)
F (-2.246, -2.898, -1.633)
P (-3.878, -2.699, -1.349)
F (-3.983, -2.097, -2.847)
F (-5.403, -2.401, -1.059)
F (-3.608, -3.144, 0.176)
F (-4.150, -4.172, -1.829)
F (-3.511, -1.111, -0.854)

Output
- max |F| (eV Å⁻¹) = 0.7
- spin multiplicity = 2
- LUMO energy (alpha / beta) (eV) = -3.15 / -3.82
- total charge = +1
- expectation value of S² = 0.76
- energy (eV) = -99257.8424
- frontier orbital gap (alpha / beta) (eV) = 6.77 / 7.46